(1)
Computed, not measured: a molecular structure, C23H39F9NO9PS3Sn in a non-equilibrium geometry, with ωB97M-V/def2-TZVPD.

```
! RIJCOSX wB97M-V def2-TZVPD def2/J DEFGRID3
* xyz 2 1
C 0.201 0.116 4.686
C 1.701 0.340 4.778
C 2.047 1.734 4.380
O 2.178 2.667 5.130
O 2.205 1.866 3.016
C 1.920 3.178 2.527
C 1.596 3.051 1.075
C 0.221 2.441 0.834
S -1.093 3.575 1.321
O 0.199 2.094 -0.614
C -0.090 0.758 -0.992
C 0.901 -0.250 -0.463
C 0.751 -1.646 -1.078
C 0.618 -2.760 -0.050
C -0.840 -3.063 0.334
C -1.440 -4.171 -0.541
C -2.852 -3.904 -1.038
C -3.854 -3.520 0.063
C -4.818 -2.419 -0.372
C -5.339 -1.556 0.796
C -5.229 -0.061 0.554
O -6.485 0.550 0.703
C -6.352 1.946 0.806
O 2.193 0.321 -0.750
C 3.215 -0.297 -0.015
N 3.801 0.601 0.940
S 4.588 -0.867 -1.110
O 4.253 -2.108 -1.723
O 5.769 -0.863 -0.326
C 4.918 0.464 -2.401
F 4.915 1.654 -1.773
F 6.157 0.202 -2.817
C 3.981 0.497 -3.655
F 2.915 -0.319 -3.528
F 4.676 0.104 -4.730
C 3.435 1.895 -4.026
F 2.751 2.465 -2.945
F 2.465 1.697 -4.941
C 4.444 2.916 -4.657
F 5.643 2.815 -4.084
F 4.527 2.655 -5.972
F 3.903 4.135 -4.474
P -1.914 0.407 -0.844
O -2.364 0.156 0.647
O -2.309 -0.797 -1.763
S -2.651 2.013 -1.608
H -0.023 -0.883 5.027
H -0.159 0.218 3.668
H -0.349 0.797 5.318
H 2.087 0.151 5.764
H 2.173 -0.313 4.053
H 2.805 3.793 2.621
H 1.147 3.682 3.087
H 2.366 2.531 0.520
H 1.553 4.053 0.664
H 0.048 1.573 1.452
H -1.000 4.497 0.352
H 0.028 0.731 -2.122
H 0.833 -0.341 0.620
H -0.037 -1.707 -1.819
H 1.671 -1.835 -1.617
H 1.185 -2.542 0.848
H 1.031 -3.658 -0.477
H -0.815 -3.434 1.347
H -1.471 -2.175 0.361
H -0.817 -4.408 -1.395
H -1.485 -5.074 0.048
H -2.890 -3.177 -1.849
H -3.198 -4.826 -1.481
H -3.358 -3.272 0.995
H -4.451 -4.398 0.265
H -5.647 -2.836 -0.918
H -4.292 -1.757 -1.057
H -6.374 -1.802 0.974
H -4.753 -1.792 1.672
H -4.881 0.136 -0.466
H -4.515 0.401 1.236
H -5.965 2.200 1.791
H -7.313 2.418 0.691
H -5.671 2.347 0.057
H 2.901 -1.227 0.451
H 3.066 0.900 1.582
H 4.446 0.075 1.517
H -1.705 -0.311 1.178
H -2.113 -1.675 -1.385
Sn 0.485 2.225 -2.869
*
```


(2)
Computed, not measured: a molecular structure, C26H36AlAsBrGeSi, with ωB97M-V/def2-TZVPD.

```
! RIJCOSX wB97M-V def2-TZVPD def2/J DEFGRID3
* xyz -1 1
Al -0.948 0.558 0.690
C 7.515 0.387 0.285
C 6.644 1.425 -0.026
C 5.282 1.184 -0.115
C 4.766 -0.097 0.091
C 5.645 -1.128 0.398
C 7.012 -0.887 0.496
As 2.806 -0.252 0.000
C 2.637 -2.197 0.146
C 2.155 -3.001 -0.883
C 1.924 -4.355 -0.671
C 2.174 -4.921 0.570
C 2.644 -4.123 1.606
C 2.859 -2.770 1.397
C 2.672 -0.082 -1.948
C 3.605 -0.646 -2.819
C 3.470 -0.492 -4.189
C 2.400 0.233 -4.706
C 1.473 0.801 -3.848
C 1.609 0.649 -2.471
H 8.579 0.574 0.365
H 7.026 2.425 -0.190
H 4.608 2.001 -0.349
H 5.270 -2.133 0.551
H 7.684 -1.703 0.735
H 1.948 -2.571 -1.855
H 1.539 -4.966 -1.479
H 1.987 -5.974 0.735
H 2.817 -4.552 2.586
H 3.180 -2.147 2.225
H 4.440 -1.211 -2.420
H 4.199 -0.936 -4.857
H 2.295 0.355 -5.777
H 0.640 1.370 -4.242
H 0.888 1.115 -1.806
C -1.869 -0.956 -2.816
Si -2.796 -1.396 -1.241
C -2.056 -2.986 -0.580
C -4.583 -1.752 -1.713
C -2.689 0.005 -0.050
H -1.978 -1.731 -3.580
H -0.802 -0.842 -2.608
H -2.224 -0.010 -3.235
H -2.343 -3.839 -1.202
H -2.374 -3.180 0.446
H -0.964 -2.925 -0.562
H -4.658 -2.554 -2.453
H -5.055 -0.858 -2.132
H -5.160 -2.048 -0.833
H -3.329 -0.218 0.814
H -3.097 0.897 -0.541
C 1.475 2.716 3.205
Ge -0.082 3.132 2.055
C -0.061 5.104 1.888
C -1.695 2.766 3.145
C -0.176 2.223 0.385
H 1.476 3.294 4.134
H 2.400 2.926 2.662
H 1.463 1.651 3.448
H -0.056 5.570 2.879
H -0.953 5.431 1.350
H 0.816 5.451 1.337
H -1.726 3.405 4.031
H -1.732 1.725 3.480
H -2.588 2.964 2.546
H 0.831 2.236 -0.042
Br -0.452 -1.191 2.212
*
```


For the records above, the corresponding ΔE to the lowest compared entry with this formula, charge and spin values read 0.0, 9.4 kcal per mole.
For the records above, the corresponding frontier orbital gap values read 4.67, 5.83 eV.
For the records above, the corresponding M values read 890.43, 631.08 Da.